85
Properties=species:S:1:pos:R:3:lowdin_charge:R:1 method="wB97M-V/def2-TZVPD" charge=+1 mol_weight_g_mol=535.464 e_above_lowest_kcal_mol=0.0 e_homo_ev=-11.73 multiplicity=1 e_tot_ha=-1829.86720
C 2.927 -0.496 -2.863 -0.0415
O 1.700 -1.260 -3.065 -0.0232
B 0.709 -0.447 -3.646 -0.5101
O 0.825 -0.026 -4.993 0.1347
C -0.609 -0.006 -2.819 -0.0089
C -0.979 1.235 -2.184 0.0624
N -2.240 0.918 -1.604 0.1226
C -2.598 -0.377 -1.859 -0.2019
C -3.941 -0.881 -1.249 -0.0785
C -4.967 -1.499 -2.296 -0.3864
C -6.440 -1.160 -1.757 -0.0763
C -4.748 -1.042 -3.788 -0.0880
N -1.624 -1.001 -2.606 0.2038
H 3.785 -1.194 -2.652 0.1112
H 3.182 0.025 -3.837 0.1099
H 2.837 0.281 -2.045 0.0745
H 0.787 -0.859 -5.513 0.1288
H -0.376 2.167 -2.156 0.1533
H -2.772 1.596 -1.055 0.1781
H -4.429 -0.025 -0.693 0.1226
H -3.690 -1.667 -0.473 0.1333
H -4.880 -2.623 -2.209 0.1320
H -6.371 -0.996 -0.645 0.0748
H -6.790 -0.173 -2.187 0.0925
H -7.168 -1.993 -1.981 0.0924
H -4.632 0.071 -3.919 0.0932
H -3.934 -1.625 -4.313 0.0759
H -5.700 -1.311 -4.344 0.0937
H -1.645 -1.976 -2.899 0.1532
O 3.853 1.824 -1.183 0.0571
C 4.019 1.876 0.016 -0.5146
O 3.108 2.480 0.791 0.0038
C 3.118 2.432 2.230 -0.2179
C 4.017 3.505 2.806 -0.0618
C 5.283 1.354 0.644 0.0205
H 3.374 1.432 2.586 0.1086
H 2.089 2.616 2.545 0.1180
H 5.055 3.369 2.498 0.0744
H 3.975 3.498 3.896 0.0885
H 3.709 4.489 2.452 0.0681
H 6.061 2.114 0.562 0.1029
H 5.594 0.462 0.100 0.0919
H 5.170 1.058 1.683 0.0750
O 1.484 -0.817 3.061 0.1040
C 0.429 -1.331 2.794 -0.5232
O -0.647 -1.096 3.571 0.0013
C -1.979 -1.504 3.242 -0.2391
C -2.238 -2.932 3.678 -0.0592
C 0.310 -2.310 1.656 0.0130
H -2.188 -1.344 2.181 0.0973
H -2.644 -0.835 3.792 0.1229
H -1.580 -3.635 3.166 0.0716
H -3.272 -3.215 3.474 0.0826
H -2.048 -3.042 4.747 0.0893
H 0.635 -3.295 1.994 0.1051
H 0.962 -1.976 0.847 0.0878
H -0.691 -2.381 1.235 0.0576
O -0.542 -5.514 -0.403 0.1051
C -0.301 -5.630 -1.576 -0.5272
O 0.634 -6.497 -1.989 0.0136
C 0.866 -6.839 -3.364 -0.2211
C 1.797 -5.843 -4.025 -0.0604
C -0.972 -4.735 -2.585 0.0060
H -0.077 -6.956 -3.903 0.1157
H 1.338 -7.822 -3.355 0.1285
H 1.371 -4.838 -4.039 0.0600
H 2.012 -6.142 -5.052 0.0863
H 2.738 -5.780 -3.474 0.0890
H -0.437 -3.783 -2.619 0.0729
H -2.000 -4.561 -2.261 0.0867
H -1.034 -5.157 -3.586 0.0753
O 3.689 6.239 4.361 0.1060
C 2.494 6.373 4.388 -0.5206
O 1.739 5.875 3.385 -0.0185
C 0.309 5.819 3.411 -0.2359
C -0.299 7.124 2.940 -0.0648
C 1.829 7.172 5.477 0.0143
H -0.055 5.517 4.396 0.1154
H 0.025 5.021 2.721 0.1175
H -0.026 7.955 3.592 0.0702
H -1.388 7.052 2.909 0.0817
H 0.064 7.373 1.941 0.0855
H 1.884 8.232 5.226 0.1006
H 2.367 6.996 6.409 0.0955
H 0.794 6.894 5.662 0.0696

=====

88
Properties=species:S:1:pos:R:3:lowdin_charge:R:1 method="wB97M-V/def2-TZVPD" charge=-1 mol_weight_g_mol=1485.310 e_homo_ev=-1.38 multiplicity=1 e_tot_ha=-37109.13882
C -4.817 0.095 0.389 -0.1709
C -4.131 -0.133 -1.050 -0.2643
C -3.433 -1.543 -1.392 -0.4665
C -3.553 -2.752 -0.313 -0.5349
C -2.473 -2.492 0.938 -0.2087
C -0.905 -2.572 0.463 -0.1771
N -0.053 -1.386 0.862 -0.1438
C -0.302 -0.167 0.000 -0.2076
C 0.554 -0.425 -1.412 -0.1266
C -0.122 -1.084 2.343 -0.2815
C 0.944 -1.812 3.399 -0.0568
O -0.978 -0.204 2.920 -0.0819
H -4.775 -0.766 1.169 0.0567
H -5.938 0.463 0.205 0.0360
H -4.282 1.032 0.901 0.0472
H -4.948 0.086 -1.891 0.1027
H -3.315 0.726 -1.202 0.0877
H -2.284 -1.358 -1.651 0.0705
H -3.904 -1.943 -2.413 -0.0115
H -4.621 -2.769 0.208 0.0785
H -2.644 -3.421 1.667 0.0943
H -2.762 -1.519 1.530 0.0810
H -0.865 -2.726 -0.696 0.1056
H -0.409 -3.545 0.939 0.1273
H -1.431 0.057 -0.226 0.1069
H 0.202 0.795 0.494 0.1177
H -0.107 -1.043 -2.167 0.0678
H 0.809 0.604 -1.962 0.0532
H 1.554 -1.040 -1.209 0.0571
H 0.398 -2.228 4.366 -0.0064
H 1.597 -2.647 2.892 0.0790
H 1.662 -0.933 3.759 0.0907
Br 4.070 0.723 -1.040 0.6257
C 4.668 1.879 -2.492 -0.6947
C 3.504 2.347 -3.334 -0.7188
Br 2.883 0.936 -4.528 0.6132
H 5.416 1.319 -3.059 0.0229
H 5.152 2.727 -1.998 -0.0371
H 3.810 3.164 -3.994 0.0407
H 2.641 2.667 -2.742 -0.0024
Br 6.556 -1.610 -3.378 0.5929
C 5.205 -2.902 -3.937 -0.6839
C 4.074 -2.977 -2.938 -0.6972
Br 4.594 -3.997 -1.358 0.5918
H 5.718 -3.856 -4.086 0.0500
H 4.843 -2.534 -4.902 0.0571
H 3.224 -3.521 -3.360 0.0653
H 3.737 -1.997 -2.589 0.0077
Br 5.880 4.518 -0.035 0.6576
C 7.502 5.357 -0.721 -0.6782
C 7.204 6.219 -1.926 -0.6882
Br 6.926 5.133 -3.521 0.6141
H 8.214 4.554 -0.927 0.0562
H 7.877 5.967 0.106 0.0576
H 8.060 6.858 -2.162 0.0572
H 6.314 6.842 -1.804 0.0543
Br 2.308 5.525 -2.312 0.6280
C 1.782 5.465 -0.435 -0.6776
C 1.200 4.119 -0.072 -0.6884
Br -0.626 3.938 -0.732 0.6182
H 1.092 6.296 -0.270 0.0528
H 2.705 5.649 0.124 0.0369
H 1.122 4.013 1.014 0.0659
H 1.770 3.276 -0.475 0.0296
Br -3.853 3.821 2.429 0.5994
C -5.440 3.803 3.563 -0.7019
C -6.255 2.550 3.344 -0.6864
Br -7.274 2.652 1.684 0.6137
H -5.992 4.723 3.356 0.0468
H -5.056 3.838 4.588 0.0541
H -7.005 2.435 4.132 0.0535
H -5.649 1.641 3.291 0.0555
Br -3.407 -3.779 -2.187 0.8978
C -3.713 -5.178 -3.512 -0.7023
C -3.796 -4.601 -4.907 -0.7294
Br -5.520 -3.742 -5.213 0.5342
H -4.615 -5.714 -3.209 0.0299
H -2.851 -5.846 -3.423 0.0293
H -3.737 -5.396 -5.656 0.0283
H -3.025 -3.854 -5.114 0.0414
Br 0.470 -1.567 7.600 0.6009
C -0.867 -2.929 8.004 -0.6994
C -0.906 -3.993 6.932 -0.6930
Br -1.836 -3.356 5.340 0.6649
H -1.820 -2.412 8.139 0.0517
H -0.553 -3.358 8.962 0.0532
H -1.482 -4.859 7.271 0.0534
H 0.086 -4.323 6.612 0.0540

=====

90
Properties=species:S:1:pos:R:3:lowdin_charge:R:1 method="wB97M-V/def2-TZVPD" charge=0 mol_weight_g_mol=721.038 e_above_lowest_kcal_mol=105.7 e_homo_ev=-9.78 multiplicity=1 e_tot_ha=-4235.03681
O -0.591 6.661 0.758 -0.3403
S -1.966 6.482 0.284 0.7077
O -2.187 6.194 -1.139 -0.3433
C -2.824 5.389 1.538 -0.2083
C -3.275 6.198 2.746 -0.1903
C -3.154 7.672 2.306 -0.2394
C -2.959 7.875 0.805 -0.2471
H -2.216 4.493 1.670 0.0840
H -3.731 5.038 1.046 0.0987
H -4.356 6.098 2.844 0.1130
H -2.589 6.061 3.582 0.1207
H -2.212 8.025 2.726 0.1029
H -3.859 8.289 2.865 0.1136
H -2.544 8.818 0.449 0.1094
H -3.930 7.831 0.311 0.1015
O -3.154 -3.172 -2.837 -0.3606
S -4.034 -2.183 -2.166 0.7418
O -3.798 -1.868 -0.744 -0.3374
C -4.415 -0.663 -3.315 -0.1781
C -5.965 -0.438 -3.349 -0.1655
C -6.432 -1.964 -3.432 -0.2196
C -5.758 -2.801 -2.287 -0.2094
H -4.046 -0.714 -4.340 0.1049
H -3.745 0.061 -2.851 0.0411
H -6.277 0.005 -2.402 0.1041
H -6.590 0.134 -4.034 0.1114
H -6.432 -2.409 -4.427 0.1059
H -7.520 -1.981 -3.378 0.0998
H -5.744 -3.891 -2.322 0.1023
H -6.319 -2.473 -1.412 0.0968
O 2.895 4.433 5.603 -0.3429
S 1.785 3.886 4.844 0.6885
O 0.436 3.768 5.365 -0.3275
C 1.910 4.395 3.139 -0.2226
C 1.582 3.140 2.341 -0.2221
C 2.489 2.100 2.923 -0.2370
C 2.309 2.210 4.397 -0.2395
H 2.987 4.527 3.033 0.1052
H 1.506 5.403 3.044 0.1123
H 0.536 2.867 2.478 0.1177
H 1.742 3.385 1.291 0.1148
H 3.532 2.277 2.659 0.1227
H 2.157 1.106 2.624 0.1147
H 3.353 2.215 4.709 0.0940
H 1.775 1.471 4.995 0.1128
O 2.532 -3.647 2.699 -0.3371
S 3.262 -2.914 1.643 0.7693
O 2.540 -2.093 0.573 -0.3894
C 4.645 -2.020 2.466 -0.2364
C 5.604 -3.139 2.932 -0.1674
C 5.671 -3.929 1.575 -0.2432
C 4.360 -4.148 0.896 -0.2293
H 4.251 -1.398 3.270 0.0960
H 4.977 -1.234 1.788 0.1034
H 6.567 -2.726 3.232 0.1157
H 5.130 -3.747 3.702 0.1136
H 6.328 -4.792 1.685 0.1121
H 6.406 -3.403 0.966 0.1111
H 3.826 -5.098 0.902 0.0858
H 4.410 -3.828 -0.145 0.0940
O 0.794 -7.416 -2.124 -0.3462
S 1.748 -6.344 -1.719 0.7324
O 2.151 -6.248 -0.326 -0.3466
C 3.175 -6.236 -2.770 -0.2806
C 3.090 -4.991 -3.511 -0.2472
C 1.576 -4.654 -3.737 -0.1948
C 0.974 -4.697 -2.292 -0.1541
H 3.123 -7.166 -3.336 0.1128
H 4.109 -6.268 -2.209 0.1132
H 3.637 -4.156 -3.074 0.1166
H 3.683 -5.203 -4.400 0.1193
H 1.141 -5.328 -4.475 0.1132
H 1.461 -3.671 -4.192 0.1048
H -0.112 -4.719 -2.196 0.1031
H 1.543 -3.926 -1.772 0.0823
O -1.470 2.237 0.430 -0.3660
S -0.568 1.689 -0.631 0.7201
O 0.514 2.555 -1.003 -0.3398
C 0.126 -0.005 -0.229 -0.1830
C -0.763 -0.940 -1.094 -0.2192
C -1.049 -0.207 -2.390 -0.2299
C -1.519 1.225 -2.137 -0.1950
H 0.093 -0.285 0.824 0.0997
H 1.197 -0.039 -0.428 0.0854
H -0.120 -1.801 -1.275 0.1034
H -1.608 -1.412 -0.592 0.0900
H -1.713 -0.841 -2.978 0.0820
H -0.075 -0.234 -2.879 0.1225
H -2.543 1.198 -1.766 0.0790
H -1.480 2.056 -2.841 0.1131

=====

126
Properties=species:S:1:pos:R:3:lowdin_charge:R:1 method="wB97M-V/def2-TZVPD" charge=-1 mol_weight_g_mol=1291.537 e_homo_ev=-5.03 multiplicity=1 e_tot_ha=-7545.35725
C 1.767 2.670 -2.460 -0.0705
C 1.523 1.796 -3.214 -0.1725
Ga 1.143 0.098 -4.259 0.4595
C 2.555 -1.293 -3.743 -0.2269
C 1.983 -2.642 -3.205 -0.2726
C 2.123 -2.801 -1.672 -0.2156
S 0.635 -2.634 -0.724 0.6079
O 0.400 -1.245 -0.415 -0.2856
O 0.663 -3.508 0.435 -0.3176
O -0.505 -3.159 -1.698 -0.1597
C -0.689 -0.577 -3.654 -0.2169
C -1.893 0.349 -3.919 -0.1465
C -2.984 0.293 -2.847 -0.3889
F -4.201 -0.051 -3.444 0.0657
F -2.778 -0.650 -1.874 0.0876
C -3.306 1.657 -2.171 -0.3130
F -4.436 1.545 -1.408 0.1088
F -3.605 2.541 -3.182 0.1240
C -2.111 2.257 -1.339 -0.3167
F -1.120 1.343 -1.139 0.1416
F -1.575 3.278 -2.083 0.1322
C -2.530 2.941 0.008 -0.3556
F -3.657 3.702 -0.163 0.1103
F -1.524 3.804 0.360 0.0991
S -2.734 1.775 1.493 0.8054
F -2.968 0.518 0.554 -0.1316
F -1.178 1.523 1.536 -0.0965
F -2.557 3.027 2.492 -0.1619
F -4.324 2.044 1.528 -0.1573
F -2.913 0.830 2.760 -0.1198
C 1.224 0.527 -6.265 -0.3905
C -0.109 0.492 -7.003 -0.1348
F 1.783 1.830 -6.477 -0.1513
H 2.028 3.417 -1.733 -0.0046
H 3.137 -1.529 -4.637 0.0346
H 3.184 -0.868 -2.966 0.0279
H 2.607 -3.439 -3.630 0.0970
H 0.969 -2.844 -3.551 0.0737
H 2.816 -2.077 -1.238 0.1101
H 2.481 -3.809 -1.443 0.1024
H -1.162 -3.617 -1.151 0.0550
H -0.857 -1.520 -4.194 0.0550
H -0.596 -0.836 -2.604 0.0086
H -1.532 1.378 -4.044 0.1066
H -2.352 0.083 -4.874 0.1166
H 1.934 -0.162 -6.747 0.0741
H -0.599 -0.465 -6.800 0.0631
H 0.039 0.607 -8.086 0.0616
H -0.737 1.309 -6.634 0.0650
C -1.251 -4.667 2.496 0.0450
N -1.543 -6.092 2.802 -0.4397
O -2.130 -6.744 1.965 0.0708
O -1.168 -6.517 3.880 0.0389
H -1.629 -4.432 1.508 0.0527
H -1.737 -4.072 3.266 0.1033
H -0.174 -4.537 2.527 0.0913
C -4.356 -2.312 0.593 0.0553
N -4.096 -3.619 -0.071 -0.4141
O -2.936 -3.976 -0.159 0.0344
O -5.048 -4.233 -0.483 0.0957
H -3.405 -1.888 0.898 0.0861
H -4.854 -1.676 -0.133 0.1026
H -4.999 -2.507 1.446 0.1023
C -2.689 5.967 3.002 0.0482
N -2.262 7.392 3.069 -0.4348
O -1.080 7.647 2.944 0.0500
O -3.130 8.217 3.247 0.0720
H -1.817 5.346 2.843 0.0865
H -3.173 5.733 3.945 0.0938
H -3.388 5.880 2.176 0.1049
C 7.663 -0.886 -4.376 0.0278
N 6.290 -1.341 -4.031 -0.4543
O 5.442 -0.496 -3.875 0.0657
O 6.123 -2.543 -3.949 0.0528
H 7.662 0.197 -4.416 0.0943
H 8.330 -1.250 -3.601 0.0800
H 7.913 -1.317 -5.342 0.0944
C 7.270 1.424 -0.279 0.0372
N 7.686 0.243 -1.085 -0.4259
O 8.871 0.082 -1.319 0.0516
O 6.797 -0.484 -1.468 0.0700
H 8.158 1.982 -0.011 0.0840
H 6.605 2.008 -0.897 0.0856
H 6.753 1.043 0.596 0.1066
C 0.497 -8.997 2.268 0.0502
N 1.686 -8.286 1.733 -0.4420
O 1.773 -7.093 1.916 0.0785
O 2.503 -8.960 1.131 0.0374
H -0.142 -8.280 2.768 0.0574
H -0.007 -9.451 1.418 0.0604
H 0.853 -9.754 2.960 0.1048
C 1.633 8.511 4.051 0.0401
N 2.982 7.939 4.310 -0.4538
O 3.278 6.906 3.746 0.0599
O 3.705 8.547 5.071 0.0557
H 1.110 7.869 3.359 0.0633
H 1.116 8.568 5.003 0.1030
H 1.781 9.503 3.633 0.1041
C 6.052 5.806 1.406 0.0497
N 6.611 4.697 0.588 -0.4356
O 7.807 4.687 0.382 0.0665
O 5.819 3.874 0.181 0.0626
H 6.865 6.459 1.697 0.0941
H 5.325 6.325 0.789 0.1032
H 5.569 5.363 2.271 0.0984
C 0.456 -10.329 -1.963 0.0583
N -0.871 -10.551 -1.322 -0.4377
O -0.952 -10.364 -0.125 0.0483
O -1.781 -10.901 -2.038 0.0760
H 1.160 -10.020 -1.197 0.0841
H 0.753 -11.267 -2.421 0.0998
H 0.325 -9.556 -2.714 0.1042
C -7.032 2.060 3.494 0.0327
N -7.912 2.782 4.455 -0.4431
O -7.492 3.799 4.967 0.0473
O -9.007 2.304 4.660 0.0632
H -6.095 2.595 3.413 0.0669
H -6.875 1.059 3.881 0.1038
H -7.555 2.033 2.542 0.1042
C -4.752 3.963 7.319 0.0527
N -4.204 3.206 6.161 -0.4342
O -3.058 3.417 5.828 0.0716
O -4.963 2.433 5.620 0.0527
H -3.975 4.616 7.698 0.0933
H -5.608 4.525 6.957 0.0941
H -5.058 3.236 8.065 0.1022

=====

83
Properties=species:S:1:pos:R:3:lowdin_spin:R:1 method="wB97M-V/def2-TZVPD" charge=0 mol_weight_g_mol=471.492 e_homo_ev="-8.88 / -8.98" multiplicity=3 s_squared=2.01 e_tot_ha=-1509.61506
C -0.866 3.962 2.892 0.0000
C -1.039 4.570 1.404 0.0000
C 0.299 4.515 0.536 -0.0001
O 1.345 5.422 0.963 0.0000
C 0.942 6.781 0.928 0.0000
O 1.327 7.509 1.878 0.0000
B 0.075 7.511 -0.243 0.0000
O -1.064 6.943 -0.929 0.0000
N 0.484 8.921 -0.596 0.0000
C 0.448 9.146 -2.070 0.0000
C -0.422 9.914 0.084 0.0000
H -1.886 3.644 3.322 0.0000
H -0.360 4.708 3.585 0.0000
H -0.264 2.993 2.796 0.0000
H -1.787 3.864 0.882 0.0000
H -1.503 5.608 1.389 0.0000
H 0.055 4.587 -0.589 0.0000
H 0.726 3.455 0.669 -0.0001
H -0.773 6.312 -1.625 0.0000
H 0.686 10.261 -2.236 0.0000
H -0.594 8.943 -2.482 0.0000
H 1.283 8.565 -2.578 0.0000
H -1.509 9.786 -0.266 0.0000
H -0.316 9.857 1.214 0.0000
H -0.039 10.953 -0.237 0.0000
C 3.480 -2.151 -0.533 0.0009
C 2.288 -1.343 -1.102 0.0241
C 2.368 -1.367 -2.640 0.0134
C 3.537 -0.545 -3.171 0.0008
C 3.510 0.882 -2.627 0.0130
C 3.289 1.000 -1.102 0.0237
N 2.265 0.054 -0.567 0.3303
O 1.046 0.578 -0.840 0.5858
C 4.613 0.781 -0.335 0.0019
C 2.949 2.485 -0.804 -0.0013
C 1.061 -2.159 -0.622 -0.0008
H 3.326 -3.224 -0.680 -0.0004
H 4.432 -1.934 -1.014 0.0000
H 3.590 -1.987 0.543 0.0010
H 1.435 -0.993 -3.075 0.0029
H 2.467 -2.398 -2.996 0.0009
H 4.493 -1.018 -2.927 0.0003
H 3.492 -0.512 -4.265 0.0008
H 4.443 1.384 -2.906 0.0010
H 2.711 1.418 -3.153 0.0023
H 4.442 0.789 0.746 0.0014
H 5.328 1.580 -0.551 -0.0004
H 5.127 -0.143 -0.591 0.0000
H 2.107 2.847 -1.400 -0.0005
H 3.795 3.135 -1.045 -0.0003
H 2.710 2.636 0.252 0.0002
H 1.072 -2.279 0.464 0.0001
H 1.067 -3.159 -1.067 -0.0005
H 0.104 -1.711 -0.902 -0.0008
C -2.747 -6.271 3.042 0.0008
C -2.274 -5.100 2.144 0.0241
C -3.450 -4.123 1.952 0.0132
C -4.553 -4.711 1.081 0.0008
C -4.006 -5.207 -0.255 0.0128
C -2.736 -6.082 -0.161 0.0235
N -1.739 -5.591 0.837 0.3271
O -1.060 -4.568 0.264 0.5902
C -3.097 -7.545 0.183 0.0018
C -2.149 -6.189 -1.595 -0.0013
C -1.168 -4.435 3.002 -0.0006
H -2.850 -5.945 4.081 -0.0004
H -3.724 -6.668 2.772 0.0000
H -2.023 -7.091 3.032 0.0010
H -3.097 -3.186 1.508 0.0029
H -3.873 -3.847 2.925 0.0009
H -5.071 -5.525 1.597 0.0003
H -5.316 -3.947 0.894 0.0008
H -4.796 -5.757 -0.778 0.0010
H -3.795 -4.324 -0.871 0.0023
H -2.194 -8.146 0.324 0.0014
H -3.666 -8.009 -0.629 -0.0004
H -3.720 -7.652 1.069 0.0000
H -1.977 -5.210 -2.048 -0.0004
H -2.840 -6.718 -2.258 -0.0003
H -1.204 -6.740 -1.600 0.0001
H -0.397 -5.161 3.273 0.0003
H -1.591 -4.035 3.929 -0.0003
H -0.680 -3.593 2.505 -0.0008